[1]
6 unconnected molecules or ions with the total composition C44H50Br2F4O3 in a non-equilibrium geometry. Source: OMol25; level of theory: wB97M-V/def2-TZVPD.

Net charge   0
Frontier orbital gap   9.12 eV
LUMO level   0.1 eV

Atoms and positions in Å:
O1 2.408 -0.592 0.384
C1 1.521 -0.468 1.260
C2 -0.047 -0.135 1.014
C3 -0.777 -0.428 2.412
C4 -1.417 -1.914 2.500
C5 -0.417 -3.081 2.043
C6 0.492 -3.673 3.244
O2 -0.226 -4.824 3.787
C7 -2.080 0.478 2.785
C8 -2.244 1.774 1.860
C9 -3.468 2.678 2.416
F1 -2.976 3.440 3.551
C10 0.514 -0.137 3.353
C11 0.569 1.301 4.113
C12 1.908 1.545 4.963
C13 2.864 2.698 4.424
F2 3.780 2.992 5.507
Br1 1.964 4.405 3.996
C14 3.820 2.213 3.207
F3 5.015 3.000 3.343
F4 4.226 0.872 3.338
Br2 3.076 2.668 1.437
O3 1.745 -0.564 2.672
H1 -0.498 -0.696 0.119
H2 0.019 0.936 0.632
H3 -2.344 -2.005 1.820
H4 -1.765 -2.081 3.588
H5 0.220 -2.831 1.129
H6 -1.084 -3.964 1.716
H7 0.631 -2.947 4.109
H8 1.509 -4.015 2.852
H9 -1.191 -4.649 3.761
H10 -3.035 -0.148 2.632
H11 -2.092 0.780 3.888
H12 -2.575 1.411 0.821
H13 -1.285 2.382 1.756
H14 -4.303 1.960 2.720
H15 -3.797 3.374 1.575
H16 0.366 -0.846 4.246
H17 -0.291 1.257 4.877
H18 0.305 2.129 3.380
H19 2.489 0.573 5.075
H20 1.590 1.849 6.027
C15 5.761 0.341 -3.965
C16 4.567 0.250 -3.256
C17 4.586 0.069 -1.876
C18 5.802 -0.012 -1.205
C19 6.996 0.082 -1.913
C20 6.976 0.254 -3.293
H21 5.744 0.479 -5.041
H22 3.619 0.321 -3.780
H23 3.655 -0.007 -1.321
H24 5.819 -0.149 -0.129
H25 7.944 0.020 -1.388
H26 7.907 0.321 -3.845
C21 -0.244 2.736 -1.723
C22 0.596 1.677 -2.056
C23 0.635 1.204 -3.363
C24 -0.158 1.796 -4.341
C25 -0.995 2.857 -4.009
C26 -1.042 3.324 -2.700
H27 -0.277 3.103 -0.702
H28 1.220 1.219 -1.294
H29 1.284 0.374 -3.620
H30 -0.125 1.430 -5.361
H31 -1.613 3.319 -4.772
H32 -1.698 4.148 -2.441
C27 1.565 -7.456 4.470
C28 2.104 -7.736 5.722
C29 2.796 -8.924 5.933
C30 2.959 -9.829 4.889
C31 2.424 -9.547 3.636
C32 1.724 -8.363 3.427
H33 1.022 -6.530 4.307
H34 1.983 -7.027 6.535
H35 3.210 -9.145 6.912
H36 3.503 -10.753 5.052
H37 2.553 -10.252 2.821
H38 1.302 -8.147 2.451
C33 -5.723 6.468 -4.157
C34 -5.276 6.081 -5.416
C35 -3.913 6.057 -5.694
C36 -2.996 6.412 -4.709
C37 -3.444 6.796 -3.449
C38 -4.807 6.828 -3.174
H39 -6.786 6.490 -3.942
H40 -5.990 5.798 -6.182
H41 -3.565 5.762 -6.678
H42 -1.933 6.389 -4.924
H43 -2.729 7.071 -2.680
H44 -5.156 7.133 -2.193
C39 -4.635 -1.303 -5.925
C40 -5.108 -0.766 -4.732
C41 -4.216 -0.254 -3.796
C42 -2.849 -0.270 -4.057
C43 -2.376 -0.804 -5.252
C44 -3.268 -1.324 -6.184
H45 -5.331 -1.706 -6.653
H46 -6.175 -0.748 -4.532
H47 -4.585 0.158 -2.863
H48 -2.153 0.133 -3.330
H49 -1.310 -0.815 -5.456
H50 -2.898 -1.745 -7.113

=====

[2]
A molecular structure, C44H51AsF3N5O6RbS4 in a non-equilibrium geometry. Source: OMol25; level of theory: wB97M-V/def2-TZVPD.

Net charge   -1
Frontier orbital gap   6.38 eV
ΔE to the lowest compared entry with this formula, charge and spin   33.7 kcal per mole
LUMO level   1.6 eV

Atoms and positions in Å:
Rb1 2.530 -20.573 -12.488
S1 3.590 -24.408 -14.293
C1 4.035 -23.430 -15.571
N1 5.131 -23.684 -16.273
C2 5.571 -22.688 -17.210
C3 5.339 -21.317 -16.591
N2 3.902 -21.145 -16.317
C4 3.326 -19.867 -16.700
C5 3.517 -19.483 -18.160
C6 2.954 -20.254 -19.236
C7 3.362 -19.969 -20.553
C8 4.213 -18.880 -20.833
C9 4.675 -18.066 -19.823
C10 4.342 -18.360 -18.502
C11 3.168 -22.272 -16.020
S2 1.497 -22.433 -15.936
C12 5.980 -24.820 -16.102
C13 7.269 -24.441 -15.331
C14 8.461 -25.111 -15.690
C15 9.699 -24.672 -15.181
C16 9.738 -23.672 -14.242
C17 8.556 -23.022 -13.896
C18 7.359 -23.380 -14.453
H1 4.986 -22.728 -18.162
H2 6.586 -22.912 -17.383
H3 5.642 -20.521 -17.251
H4 5.913 -21.128 -15.621
H5 3.814 -19.060 -16.126
H6 2.247 -19.918 -16.470
H7 2.309 -21.115 -18.981
H8 2.880 -20.503 -21.385
H9 4.343 -18.726 -21.899
H10 5.305 -17.189 -19.905
H11 4.742 -17.719 -17.739
H12 6.435 -25.130 -17.055
H13 5.389 -25.600 -15.677
H14 8.457 -25.890 -16.417
H15 10.621 -25.159 -15.508
H16 10.702 -23.368 -13.790
H17 8.533 -22.245 -13.154
H18 6.439 -22.866 -14.278
F1 -2.926 -17.093 -12.460
C19 -2.491 -17.063 -13.741
F2 -3.065 -18.081 -14.370
F3 -3.078 -15.932 -14.162
C20 -0.956 -17.047 -13.968
C21 -0.454 -16.270 -14.987
C22 0.917 -16.298 -15.272
C23 1.692 -17.147 -14.489
N3 1.229 -18.001 -13.600
C24 -0.118 -18.011 -13.284
S3 -0.722 -19.146 -12.078
H19 -1.162 -15.636 -15.489
H20 1.340 -15.773 -16.115
H21 2.748 -17.086 -14.770
C25 -1.267 -23.422 -10.256
C26 -1.393 -22.703 -11.541
C27 -0.179 -23.129 -12.333
O1 0.844 -23.133 -11.326
C28 0.229 -23.665 -10.139
H22 -1.848 -24.370 -10.147
H23 -1.600 -22.798 -9.424
H24 -1.270 -21.593 -11.409
H25 -2.382 -22.833 -11.978
H26 0.179 -22.579 -13.208
H27 -0.346 -24.171 -12.665
H28 0.651 -23.123 -9.260
H29 0.528 -24.737 -10.080
O2 5.476 -21.334 -13.560
H30 5.763 -20.395 -13.574
H31 5.361 -21.447 -12.581
C29 0.281 -21.569 -6.744
C30 1.092 -20.944 -7.820
C31 0.424 -20.061 -8.691
C32 1.180 -19.268 -9.503
N4 2.548 -19.379 -9.605
C33 3.156 -20.310 -8.897
C34 2.471 -21.093 -7.943
H32 -0.728 -21.119 -6.663
H33 0.762 -21.350 -5.724
H34 0.139 -22.637 -6.865
H35 -0.623 -20.143 -8.718
H36 0.722 -18.617 -10.192
H37 4.230 -20.428 -9.011
H38 3.065 -21.788 -7.402
O3 6.217 -21.653 -9.394
C35 5.789 -22.318 -10.343
O4 4.788 -22.009 -11.064
C36 6.510 -23.651 -10.711
C37 6.018 -24.548 -11.686
C38 6.697 -25.730 -11.986
C39 7.908 -26.042 -11.362
C40 8.440 -25.134 -10.453
C41 7.746 -23.954 -10.120
N5 8.672 -27.286 -11.751
O5 8.112 -28.086 -12.453
O6 9.850 -27.344 -11.390
H39 5.138 -24.309 -12.264
H40 6.297 -26.472 -12.682
H41 9.390 -25.259 -10.010
H42 8.127 -23.190 -9.453
C42 3.598 -16.874 -11.650
As1 5.483 -17.222 -11.835
C43 6.002 -18.786 -10.864
C44 6.437 -15.656 -10.968
S4 5.802 -17.436 -13.908
H43 3.377 -16.949 -10.599
H44 3.125 -17.695 -12.137
H45 3.421 -15.907 -12.086
H46 6.362 -18.607 -9.853
H47 6.819 -19.241 -11.420
H48 5.245 -19.556 -10.829
H49 6.842 -15.956 -9.969
H50 5.654 -14.902 -10.809
H51 7.197 -15.280 -11.631

=====

[3]
A molecular structure, C44H51F3N7O2PPtSb in a non-equilibrium geometry. Source: OMol25; level of theory: wB97M-V/def2-TZVPD.

Net charge   +3
Frontier orbital gap (alpha / beta)   5.58 / 5.58 eV
ΔE to the lowest compared entry with this formula, charge and spin   0.0 kcal per mole
LUMO level (alpha / beta)   -10.9 / -10.9 eV

Atoms and positions in Å:
Pt1 0.008 -0.530 0.009
O1 -2.849 -2.431 2.452
C1 -2.210 -1.891 1.597
N1 -0.915 -1.390 1.689
C2 -0.226 -1.584 2.878
O2 -0.624 -2.096 3.885
C3 1.154 -1.032 2.800
C4 2.037 -1.281 3.834
C5 3.293 -0.701 3.795
C6 3.616 0.113 2.717
C7 2.692 0.291 1.710
N2 1.473 -0.277 1.741
C8 -2.762 -1.675 0.236
C9 -3.991 -2.216 -0.085
C10 -4.479 -2.051 -1.370
C11 -3.713 -1.346 -2.287
C12 -2.498 -0.829 -1.889
N3 -2.028 -0.983 -0.643
H1 1.711 -1.918 4.645
H2 4.001 -0.872 4.595
H3 4.582 0.594 2.651
H4 2.928 0.901 0.858
H5 -4.524 -2.766 0.679
H6 -5.434 -2.474 -1.651
H7 -4.049 -1.198 -3.304
H8 -1.888 -0.281 -2.579
C13 3.580 -6.127 -0.773
C14 2.563 -6.507 -1.847
C15 1.435 -7.365 -1.281
C16 2.023 -5.294 -2.604
N4 1.338 -4.316 -1.735
C17 1.849 -3.402 -0.927
N5 0.864 -2.666 -0.438
N6 -0.273 -3.176 -1.009
N7 0.010 -4.152 -1.772
H9 4.078 -7.021 -0.404
H10 3.096 -5.658 0.089
H11 4.354 -5.459 -1.162
H12 3.087 -7.090 -2.609
H13 0.884 -6.836 -0.498
H14 1.842 -8.271 -0.834
H15 0.728 -7.658 -2.057
H16 1.290 -5.606 -3.344
H17 2.834 -4.770 -3.110
H18 2.896 -3.309 -0.693
C18 3.432 -0.459 -1.170
C19 2.777 0.844 -1.650
C20 3.538 1.355 -2.879
P1 0.943 0.674 -1.835
C21 0.248 2.382 -1.674
C22 -1.207 2.384 -2.154
C23 1.057 3.530 -2.280
C24 0.536 0.048 -3.523
C25 0.817 1.002 -4.689
C26 1.183 -1.320 -3.764
H19 4.456 -0.256 -0.852
H20 3.478 -1.180 -1.987
H21 2.900 -0.916 -0.342
H22 2.855 1.606 -0.865
H23 3.593 0.596 -3.657
H24 4.561 1.583 -2.576
H25 3.112 2.259 -3.303
H26 0.241 2.544 -0.593
H27 -1.286 2.195 -3.224
H28 -1.656 3.358 -1.967
H29 -1.800 1.642 -1.619
H30 1.108 3.484 -3.366
H31 2.073 3.569 -1.889
H32 0.571 4.470 -2.012
H33 -0.539 -0.106 -3.478
H34 1.878 1.157 -4.852
H35 0.339 1.971 -4.572
H36 0.410 0.548 -5.594
H37 2.262 -1.239 -3.888
H38 0.775 -1.753 -4.677
H39 0.967 -2.006 -2.947
F1 1.982 6.870 2.187
C27 1.294 5.742 2.116
C28 -0.017 5.727 2.562
C29 -0.740 4.548 2.483
C30 -0.138 3.412 1.947
C31 1.193 3.436 1.538
C32 1.917 4.614 1.609
Sb1 -1.338 1.677 1.752
C33 -3.032 2.386 0.748
C34 -3.049 3.680 0.223
C35 -4.169 4.130 -0.452
C36 -5.247 3.271 -0.608
F2 -6.304 3.690 -1.280
C37 -5.251 1.980 -0.097
C38 -4.124 1.530 0.564
C39 -1.949 1.398 3.724
C40 -0.987 1.039 4.677
C41 -1.342 0.962 6.005
C42 -2.660 1.232 6.356
F3 -3.002 1.162 7.626
C43 -3.629 1.572 5.421
C44 -3.277 1.636 4.088
H40 -0.458 6.632 2.960
H41 -1.768 4.532 2.829
H42 1.665 2.537 1.166
H43 2.947 4.677 1.284
H44 -2.204 4.345 0.349
H45 -4.226 5.134 -0.852
H46 -6.130 1.361 -0.218
H47 -4.105 0.516 0.947
H48 0.037 0.837 4.387
H49 -0.630 0.698 6.775
H50 -4.636 1.784 5.753
H51 -4.025 1.899 3.351